[1]
Computed, not measured: a 2-piece molecular cluster, C10H13O2 overall, with ωB97M-V with the def2-TZVPD basis set.

Cartesian coordinates (Å):
1 C -0.702 -0.697 -0.054
2 C -1.741 2.610 1.514
3 C -3.002 2.333 2.019
4 C -0.985 1.699 0.794
5 C -1.515 0.452 0.476
6 C -3.580 1.140 1.563
7 C -2.858 0.220 0.846
8 H -1.249 3.495 1.888
9 H -3.424 2.875 2.855
10 H 0.069 1.825 0.561
11 H -4.615 0.991 1.857
12 H 0.203 -0.786 0.553
13 H -0.324 -0.603 -1.071
14 H -3.272 -0.706 0.468
15 H -1.241 -1.614 0.146
16 C 3.056 -1.847 -1.221
17 C 3.484 -0.402 -1.439
18 C 1.625 -2.092 -1.739
19 O 1.340 -1.500 -2.799
20 O 0.896 -2.824 -1.034
21 H 3.812 -2.516 -1.647
22 H 3.122 -2.019 -0.142
23 H 3.653 -0.067 -2.466
24 H 4.480 -0.221 -0.993
25 H 2.768 0.254 -0.935

Output
ΔE to the lowest compared entry with this formula, charge and spin (kJ/mol): 46.31
DFT total energy (eV): -14677.1260
Charge: -1
LUMO level (eV): 3.2
Molecular weight (g mol⁻¹): 165.2

natural (NBO) population analysis, charges in e, atoms 1 to 2: C -0.647; C -0.207

[2]
Computed, not measured: one molecule with the formula C3H8N2O2, with ωB97M-V with the def2-TZVPD basis set.

Cartesian coordinates (Å):
1 N 1.226 0.453 1.948
2 C 1.262 -0.706 1.050
3 C 0.748 -0.497 -0.422
4 O 1.594 -0.562 -1.298
5 N -0.586 -0.444 -0.575
6 C -1.540 0.532 0.003
7 O -2.424 0.870 -1.047
8 H 0.535 0.416 2.682
9 H 2.121 0.484 2.460
10 H 2.305 -0.991 0.800
11 H 0.633 -1.483 1.540
12 H -0.828 -0.647 -1.558
13 H -0.919 1.421 0.215
14 H -1.952 0.089 0.907
15 H -2.235 1.768 -1.350

Output
ΔE to the lowest compared entry with this formula, charge and spin (kJ/mol): 187.05
DFT total energy (eV): -10315.0137
LUMO level (eV): 0.7
SMILES: NCC(=O)NCO
Molecular weight (g mol⁻¹): 104.1

natural (NBO) population analysis, charges in e, atoms 1 to 2: N -0.849; C -0.322

[3]
Computed, not measured: C2H9N3O as an isolated structure, with ωB97M-V with the def2-TZVPD basis set.

Cartesian coordinates (Å):
1 C -0.883 -0.079 -0.316
2 C -0.892 0.054 1.072
3 N 2.616 0.212 1.127
4 N -0.987 1.114 -1.124
5 N -1.505 -1.240 -0.879
6 O 1.388 -0.295 0.731
7 H 0.493 -0.366 -0.162
8 H 3.228 -0.563 1.378
9 H 3.075 0.741 0.390
10 H -0.460 1.876 -0.709
11 H -2.515 -1.151 -0.883
12 H -0.608 0.952 -2.050
13 H -1.184 -1.442 -1.817
14 H -1.083 -0.808 1.688
15 H -0.683 0.995 1.554

Output
ΔE to the lowest compared entry with this formula, charge and spin (kJ/mol): 551.73
DFT total energy (eV): -8732.7213
LUMO level (eV): 0.3
Molecular weight (g mol⁻¹): 91.1

natural (NBO) population analysis, charges in e, atoms 1 to 2: C 0.025; C -0.170

[4]
Computed, not measured: C12H7InN2O5S as an isolated structure, with ωB97M-V with the def2-TZVPD basis set.

Cartesian coordinates (Å):
1 O -2.490 -4.334 -0.524
2 C -2.129 -3.270 -0.297
3 In 0.491 0.530 0.259
4 O 2.498 -1.490 1.780
5 C 1.535 -1.174 1.222
6 C 1.798 2.282 -0.091
7 O 2.205 3.332 -0.347
8 C -1.098 1.339 -0.937
9 O -1.443 2.225 -1.669
10 C 1.035 -0.839 -2.074
11 O 1.386 -1.059 -3.140
12 H -1.739 0.387 -0.593
13 N -1.097 -1.562 2.724
14 C -1.179 -0.208 3.013
15 N -0.917 0.714 2.106
16 C -1.327 1.988 2.538
17 C -1.224 3.152 1.775
18 C -1.462 4.386 2.387
19 C -1.851 4.430 3.733
20 C -1.995 3.251 4.493
21 C -1.733 2.022 3.885
22 S -1.616 0.390 4.585
23 H -1.218 -2.120 3.564
24 H -1.704 -1.884 1.954
25 H -0.952 3.077 0.719
26 H -1.344 5.316 1.817
27 H -2.035 5.395 4.209
28 H -2.279 3.257 5.546

Output
DFT total energy (eV): -41763.3393
Charge: +2
LUMO level (eV): -9.5
Molecular weight (g mol⁻¹): 406.1

natural (NBO) population analysis, charges in e, atoms 1 to 2: O -0.421; C 0.434

[5]
Computed, not measured: a 6-piece molecular cluster, C5H24N2O5 overall, with ωB97M-V with the def2-TZVPD basis set.

Cartesian coordinates (Å):
1 C 2.897 -1.158 1.397
2 C 1.586 -1.270 0.676
3 C 1.582 -0.315 -0.592
4 C 0.182 0.399 -0.567
5 C 0.255 1.748 -0.539
6 N -1.036 2.535 -0.775
7 N 1.361 -2.811 0.270
8 H 3.205 -1.478 2.409
9 H 3.767 -1.532 0.817
10 H 3.204 0.032 1.558
11 H 0.851 -1.083 1.529
12 H 1.800 -0.934 -1.513
13 H 2.382 0.418 -0.653
14 H -0.818 -0.161 -0.367
15 H 1.117 2.472 -0.748
16 H -0.877 3.520 -1.085
17 H -1.581 2.297 0.131
18 H -1.630 2.110 -1.564
19 H 1.362 -2.805 -0.783
20 H 0.366 -3.096 0.671
21 H 2.060 -3.425 0.755
22 H -1.946 3.868 1.781
23 H -3.035 2.696 1.937
24 O -2.272 3.096 1.314
25 H 1.177 2.736 3.529
26 H -0.327 2.373 2.922
27 O 0.622 2.447 2.751
28 H -3.722 2.241 -2.504
29 H -3.718 0.978 -1.769
30 O -3.106 1.550 -2.082
31 H 0.135 -2.795 -3.083
32 H 1.679 -2.933 -3.139
33 O 0.942 -2.498 -2.537
34 H -2.371 -3.422 0.076
35 H -1.760 -4.504 0.619
36 O -1.511 -3.604 0.523

Output
ΔE to the lowest compared entry with this formula, charge and spin (kJ/mol): 280.04
DFT total energy (eV): -18774.6350
Charge: +2
LUMO level (eV): -5.4
Molecular weight (g mol⁻¹): 192.3

natural (NBO) population analysis, charges in e, atoms 1 to 2: C -0.694; C -0.046

[6]
Computed, not measured: C14H16N6O6 as an isolated structure, with ωB97M-V with the def2-TZVPD basis set.

Cartesian coordinates (Å):
1 C -2.439 0.148 -0.747
2 C -2.047 1.609 -0.805
3 C -2.451 2.191 -2.159
4 C -2.772 2.466 0.229
5 N -0.566 1.714 -0.668
6 C 0.375 0.855 0.012
7 N 1.562 1.297 -0.435
8 C 2.885 0.701 -0.333
9 C 1.450 2.534 -0.935
10 C 0.143 2.788 -1.117
11 H -2.210 -0.324 0.214
12 H -3.524 0.090 -0.881
13 H -1.985 -0.412 -1.573
14 H -2.290 3.273 -2.192
15 H -1.925 1.695 -2.983
16 H -3.529 2.016 -2.279
17 H -2.572 3.526 0.036
18 H -3.849 2.304 0.100
19 H -2.484 2.206 1.253
20 H 2.892 -0.397 -0.407
21 H 3.401 1.089 -1.230
22 H 3.442 1.028 0.566
23 H 2.317 3.067 -1.256
24 H -0.294 3.641 -1.611
25 O 2.616 -5.281 1.909
26 N 2.075 -4.331 2.503
27 O 1.982 -4.275 3.751
28 C 1.554 -3.179 1.753
29 C 1.118 -2.055 2.423
30 C 0.842 -0.864 1.727
31 N 0.120 0.088 2.424
32 O -0.075 0.019 3.652
33 O -0.393 1.036 1.726
34 C 0.772 -0.687 0.305
35 C 1.071 -1.947 -0.352
36 N 0.612 -2.342 -1.606
37 O 0.023 -1.783 -2.520
38 O 0.821 -3.757 -1.678
39 N 1.309 -4.247 -0.507
40 C 1.446 -3.166 0.309
41 H 0.885 -2.106 3.495
42 H -0.306 -0.226 -0.116

Output
DFT total energy (eV): -35986.8096
LUMO level (eV): -1.0
Molecular weight (g mol⁻¹): 364.3

natural (NBO) population analysis, charges in e, atoms 1 to 2: C -0.652; C 0.149

Repeat the fourth record exactly.
Computed, not measured: C12H7InN2O5S as an isolated structure, with ωB97M-V with the def2-TZVPD basis set.

Cartesian coordinates (Å):
1 O -2.490 -4.334 -0.524
2 C -2.129 -3.270 -0.297
3 In 0.491 0.530 0.259
4 O 2.498 -1.490 1.780
5 C 1.535 -1.174 1.222
6 C 1.798 2.282 -0.091
7 O 2.205 3.332 -0.347
8 C -1.098 1.339 -0.937
9 O -1.443 2.225 -1.669
10 C 1.035 -0.839 -2.074
11 O 1.386 -1.059 -3.140
12 H -1.739 0.387 -0.593
13 N -1.097 -1.562 2.724
14 C -1.179 -0.208 3.013
15 N -0.917 0.714 2.106
16 C -1.327 1.988 2.538
17 C -1.224 3.152 1.775
18 C -1.462 4.386 2.387
19 C -1.851 4.430 3.733
20 C -1.995 3.251 4.493
21 C -1.733 2.022 3.885
22 S -1.616 0.390 4.585
23 H -1.218 -2.120 3.564
24 H -1.704 -1.884 1.954
25 H -0.952 3.077 0.719
26 H -1.344 5.316 1.817
27 H -2.035 5.395 4.209
28 H -2.279 3.257 5.546

Output
DFT total energy (eV): -41763.3393
Charge: +2
LUMO level (eV): -9.5
Molecular weight (g mol⁻¹): 406.1

natural (NBO) population analysis, charges in e, atoms 1 to 2: O -0.421; C 0.434